{"formula": "CH5NO2S", "method": "the ωB97M-V functional and the def2-TZVPD basis", "elements": ["H", "C", "S", "N", "H", "H", "H", "H", "O", "O"], "positions_angstrom": [[-0.02, 2.28, 0.92], [0.39, 1.69, 0.13], [-0.62, 0.05, 0.16], [0.35, -0.71, -0.95], [0.76, -1.69, -0.76], [1.30, 1.41, 0.36], [0.04, -0.69, -1.86], [-2.17, -1.41, 0.93], [-1.85, 0.33, -0.59], [-1.18, -1.58, 0.98]], "charge": 0, "relative_energy_kj_mol": 567.5, "gap_ev": [7.965, 7.968], "energy_ev": -17533.0616, "e_lumo_ev": [-1.424, -1.425]}